Record 1
Below is one molecule with the formula C18H24N4O3S2 in a non-equilibrium geometry, with properties calculated with ωB97M-V/def2-TZVPD.

Cartesian coordinates (Å):
C  2.3346  1.3315  -2.9182
O  1.2354  0.4902  -2.6401
C  1.4695  -0.8774  -2.8389
C  2.4233  -1.5104  -1.8079
N  2.0050  -1.2521  -0.4428
C  2.6983  -0.3201  0.2434
O  3.7066  0.2135  -0.1904
C  2.2095  0.0998  1.5915
C  2.9300  0.0422  2.7622
S  2.0343  0.8367  3.9743
N  0.8400  1.2131  2.9061
N  1.0597  0.7867  1.7417
C  0.8787  -2.0438  0.0341
C  -0.5004  -1.5127  -0.4497
O  -1.2652  -2.2674  -1.0186
N  -0.7259  -0.2268  -0.1989
C  -1.9368  0.4632  -0.5923
C  -1.5710  1.7800  -1.2735
C  -2.8323  2.5291  -1.6907
C  -3.7175  2.7947  -0.4766
C  -4.0817  1.4835  0.2128
C  -2.8237  0.7260  0.6275
C  0.8876  -2.2738  1.5097
C  -0.0370  -1.9365  2.4495
C  0.3128  -2.3669  3.7500
C  1.4901  -3.0384  3.7808
S  2.1974  -3.1768  2.2193
H  3.1314  1.2240  -2.1762
H  1.9499  2.3490  -2.8827
H  2.7391  1.1295  -3.9169
H  0.4858  -1.3484  -2.7764
H  1.8871  -1.0598  -3.8413
H  3.4260  -1.0921  -1.9180
H  2.4645  -2.5886  -1.9827
H  3.8784  -0.4170  2.9437
H  0.9795  -3.0273  -0.4501
H  -0.0575  0.3175  0.3423
H  -2.4624  -0.1944  -1.2926
H  -0.9359  1.5747  -2.1360
H  -0.9985  2.3899  -0.5704
H  -2.5607  3.4726  -2.1680
H  -3.3850  1.9320  -2.4192
H  -4.6261  3.3163  -0.7841
H  -3.1836  3.4374  0.2270
H  -4.6984  1.6822  1.0916
H  -4.6644  0.8639  -0.4724
H  -2.2593  1.3129  1.3566
H  -3.0978  -0.2247  1.0902
H  -0.9347  -1.3889  2.2289
H  -0.2902  -2.1765  4.6193
H  1.9918  -3.4709  4.6233

Atoms 1-6, force components in eV/Å:
C 0.113 0.050 0.011
O -0.032 0.008 0.100
C 0.023 -0.245 0.061
C 0.051 0.376 -0.470
N 0.083 -0.215 -0.116
C 0.144 0.109 0.078

Computed properties:
- highest occupied orbital energy (eV) = -9.04
- 2S+1 = 1
- SMILES = COCCN(C(=O)c1csnn1)[C@H](C(=O)NC1CCCCC1)c1cccs1
- net charge = 0
- relative energy (zero: lowest compared OMol25 entry of this formula, charge and spin) (eV) = 1.884

***

Record 2
Below is a 15-piece molecular cluster, C60H120O17S2 overall in a non-equilibrium geometry, with properties calculated with ωB97M-V/def2-TZVPD.

Cartesian coordinates (Å):
C  -3.9527  -4.7721  -2.9676
C  -2.7400  -3.9382  -3.2071
C  -2.3092  -4.0969  -4.7716
S  -3.9423  -4.2100  -5.6698
O  -3.8116  -5.3930  -6.5712
O  -4.2593  -2.8580  -6.0936
C  -4.9591  -4.6324  -4.1344
H  -4.4942  -4.5422  -2.0500
H  -3.7271  -5.8367  -2.9071
H  -1.8659  -4.2284  -2.6242
H  -2.9370  -2.8834  -3.0152
H  -1.8112  -5.0635  -4.8484
H  -1.6235  -3.3477  -5.1672
H  -5.5525  -5.5330  -4.2923
H  -5.7497  -3.9052  -3.9491
C  5.9810  -1.5747  -0.2022
C  5.6976  -2.7549  0.7343
C  5.9216  -2.2260  2.1803
S  7.5408  -1.2555  1.9804
O  8.7302  -2.0769  2.2496
O  7.4703  0.0344  2.6744
C  7.3536  -0.9594  0.1548
H  5.2839  -0.7593  -0.0092
H  5.9468  -1.8327  -1.2607
H  6.4552  -3.5021  0.4981
H  4.6919  -3.1643  0.6388
H  6.1431  -2.9306  2.9819
H  5.2029  -1.4844  2.5290
H  8.1453  -1.5081  -0.3553
H  7.4653  0.0926  -0.1078
C  -0.0334  5.6244  3.7915
C  1.2339  5.0812  4.4377
C  2.3702  5.9089  3.8999
O  1.7108  7.2029  3.8517
C  0.2659  7.1495  3.6540
H  -0.9316  5.4328  4.3786
H  -0.1655  5.0624  2.8670
H  1.5658  4.0747  4.1829
H  1.1769  5.2784  5.5082
H  2.5787  5.5654  2.8867
H  3.3143  5.9096  4.4447
H  0.0010  7.5468  2.6741
H  -0.3185  7.6575  4.4211
C  2.8409  1.5200  -5.2909
C  2.4141  2.0023  -3.9417
C  2.0576  3.4699  -4.2560
O  2.9951  3.8893  -5.2687
C  3.6567  2.7263  -5.8077
H  2.0181  1.4906  -6.0052
H  3.3747  0.5714  -5.3489
H  3.1226  2.0185  -3.1135
H  1.5915  1.3952  -3.5637
H  2.1650  4.0990  -3.3723
H  1.0277  3.4916  -4.6121
H  4.6704  2.6166  -5.4223
H  3.7191  2.7519  -6.8956
C  -5.5931  3.1361  -1.1595
C  -5.7064  4.5508  -1.5739
C  -6.4695  5.1494  -0.4011
O  -5.8619  4.5018  0.6869
C  -5.4715  3.2097  0.3453
H  -4.8274  2.5327  -1.6471
H  -6.5216  2.6145  -1.3914
H  -6.3569  4.6902  -2.4374
H  -4.7247  5.0244  -1.5767
H  -7.5478  4.9961  -0.3576
H  -6.3815  6.2341  -0.3394
H  -6.0511  2.4286  0.8373
H  -4.3900  3.2022  0.4811
C  0.7284  -0.3988  0.9729
C  -0.2809  -1.4412  1.0315
C  -1.3609  -1.0552  0.0051
O  -0.9599  0.1745  -0.5341
C  0.4380  0.2504  -0.3486
H  1.7374  -0.7920  1.0967
H  0.6386  0.3476  1.7622
H  -0.7550  -1.6124  1.9980
H  0.1284  -2.3930  0.6929
H  -2.3468  -0.8641  0.4287
H  -1.4372  -1.8740  -0.7104
H  0.8994  1.2326  -0.4506
H  0.9119  -0.3636  -1.1145
C  -1.7634  6.0899  -2.0321
C  -1.9378  5.2081  -0.8191
C  -0.7101  4.2483  -0.8297
O  -0.4068  4.1288  -2.2134
C  -1.1488  5.1270  -2.9776
H  -1.0482  6.8717  -1.7763
H  -2.6807  6.5060  -2.4488
H  -2.8185  4.5752  -0.9279
H  -1.9125  5.8435  0.0661
H  -1.0902  3.3174  -0.4090
H  0.1362  4.5558  -0.2155
H  -1.9333  4.4823  -3.3738
H  -0.5911  5.4713  -3.8485
C  -1.3961  0.8431  -5.8129
C  -1.2572  0.4284  -4.3522
C  -2.5023  1.0637  -3.7007
O  -3.0853  1.9931  -4.6705
C  -2.2369  2.1593  -5.7694
H  -1.9528  0.0379  -6.2925
H  -0.3892  0.8951  -6.2271
H  -0.4493  1.0112  -3.9099
H  -1.1711  -0.6439  -4.1764
H  -2.4119  1.5502  -2.7295
H  -3.2956  0.3221  -3.6066
H  -1.6098  3.0479  -5.6968
H  -2.8179  2.1726  -6.6915
C  4.4708  1.6215  1.1174
C  4.3328  2.0431  -0.3099
C  4.0293  3.5538  -0.2025
O  3.9242  3.8573  1.1447
C  3.5053  2.6082  1.7705
H  5.5151  1.8512  1.3289
H  4.2180  0.5955  1.3847
H  3.5042  1.5542  -0.8222
H  5.1952  1.7062  -0.8850
H  3.1299  3.7638  -0.7813
H  4.8457  4.1082  -0.6654
H  2.4439  2.3957  1.6423
H  3.6628  2.8136  2.8293
C  -5.3921  -0.5638  1.1203
C  -5.9369  -0.9927  -0.2181
C  -5.1106  -2.1863  -0.5256
O  -5.1649  -2.8611  0.6846
C  -4.9268  -1.8485  1.7611
H  -6.1471  -0.1904  1.8121
H  -4.4736  -0.0033  0.9461
H  -5.8591  -0.2906  -1.0483
H  -6.9838  -1.2818  -0.1263
H  -4.0858  -2.0771  -0.8806
H  -5.5945  -2.8393  -1.2518
H  -3.8692  -1.7697  2.0130
H  -5.3967  -2.1245  2.7051
C  3.2220  -5.2676  3.9696
C  3.4872  -5.3380  2.4744
C  3.1556  -6.8202  2.1006
O  2.3839  -7.2622  3.0877
C  2.7878  -6.6802  4.3609
H  2.3511  -4.6271  4.1085
H  4.0405  -4.9840  4.6312
H  4.4930  -5.0596  2.1597
H  2.7950  -4.6093  2.0526
H  4.0545  -7.4354  2.0622
H  2.6650  -7.0313  1.1504
H  3.6378  -7.2133  4.7870
H  1.9379  -6.6573  5.0429
C  0.7397  -0.3804  5.1991
C  1.3598  -1.7469  5.0322
C  2.5211  -1.5072  4.0424
O  2.4421  -0.1113  3.7019
C  1.8087  0.6232  4.8105
H  0.2978  -0.0711  6.1463
H  -0.0938  -0.2803  4.5038
H  0.6474  -2.4564  4.6113
H  1.7165  -2.2764  5.9156
H  2.4843  -2.0770  3.1139
H  3.5257  -1.6743  4.4309
H  1.4092  1.6069  4.5639
H  2.5077  0.8801  5.6064
C  1.2406  -3.1861  -3.0356
C  1.8002  -1.8748  -3.5391
C  3.1053  -1.7603  -2.6811
O  2.7943  -2.3912  -1.4895
C  1.9276  -3.4970  -1.7245
H  1.3074  -4.0532  -3.6927
H  0.2019  -3.0039  -2.7600
H  1.1478  -1.0677  -3.2058
H  1.9972  -1.9251  -4.6099
H  3.4058  -0.7587  -2.3738
H  4.0042  -2.1804  -3.1323
H  1.3925  -3.6558  -0.7883
H  2.5756  -4.3725  -1.7665
C  -1.2970  2.3581  3.1486
C  -2.5391  2.8656  2.5252
C  -3.4748  3.1745  3.6542
O  -2.6057  3.2698  4.7555
C  -1.6019  2.3111  4.6284
H  -0.4130  2.9302  2.8671
H  -1.2282  1.3121  2.8502
H  -3.0649  2.1432  1.9009
H  -2.3451  3.7103  1.8642
H  -4.1386  2.3233  3.8057
H  -4.0753  4.0791  3.5583
H  -1.9397  1.3197  4.9302
H  -0.7478  2.4899  5.2816
C  -0.2970  -5.7866  1.3609
C  -1.7523  -6.0684  0.9586
C  -2.3659  -4.6614  1.0543
O  -1.7933  -4.1218  2.2143
C  -0.5306  -4.8020  2.5205
H  0.1790  -5.2493  0.5407
H  0.2828  -6.6512  1.6841
H  -2.2770  -6.6122  1.7441
H  -1.9816  -6.5645  0.0156
H  -3.4519  -4.7418  1.0072
H  -2.0413  -3.9768  0.2707
H  -0.5913  -5.3826  3.4409
H  0.3035  -4.1100  2.6364

Atoms 1-6, force components in eV/Å:
C -1.347 -1.012 -0.429
C 1.420 0.846 -2.145
C -1.300 -0.659 1.918
S 1.729 -1.484 0.416
O -0.907 2.530 1.482
O -0.283 -0.969 -0.237

Computed properties:
- highest occupied orbital energy (eV) = -9.36
- 2S+1 = 1
- net charge = 0

***

| no. | lowest unoccupied orbital energy (eV) | orbital gap (eV) | energy (eV) |
| --- | --- | --- | --- |
| 1 | 0.01 | 9.05 | -52828.603 |
| 2 | 0.21 | 9.56 | -120633.595 |